{
  "formula": "C3H9F6K4N3O16PS6",
  "method": "wB97M-V/def2-TZVPD",
  "species": ["K", "K", "K", "K", "S", "S", "S", "S", "S", "S", "P", "F", "F", "F", "F", "F", "F", "O", "O", "O", "O", "O", "O", "O", "O", "O", "O", "O", "O", "O", "O", "O", "O", "N", "N", "N", "C", "C", "C", "H", "H", "H", "H", "H", "H", "H", "H", "H"],
  "xyz": [[1.794, 3.076, -5.257], [-0.082, 6.045, -4.092], [0.089, 5.839, 0.857], [2.743, -0.190, -0.036], [1.075, -2.279, -2.861], [-0.358, 2.287, 2.154], [0.467, 3.000, -1.765], [2.791, -3.774, -2.119], [1.826, 2.897, 2.239], [-1.262, 2.411, -3.207], [-0.706, -1.557, 2.034], [2.990, -5.199, -1.313], [2.988, 3.965, 2.707], [-1.759, 2.938, 1.759], [1.558, 4.108, -1.525], [-1.957, 3.216, -4.427], [-0.556, -2.527, -2.993], [3.538, -2.906, -1.247], [-0.442, 3.465, -0.701], [2.147, 1.787, 3.142], [1.146, -1.060, -2.083], [-1.152, -3.125, 1.802], [-1.208, -1.330, 3.535], [1.339, 1.808, -1.691], [2.285, 2.749, 0.843], [-2.313, 2.390, -2.101], [-0.250, 1.415, 0.965], [-0.704, 1.640, 3.382], [-1.793, -0.795, 1.112], [3.435, -4.057, -3.424], [-0.902, 1.085, -3.724], [0.678, -1.117, 1.746], [1.375, -2.257, -4.268], [0.608, 3.727, 2.284], [0.066, 3.480, -3.148], [1.274, -3.753, -2.052], [-1.986, -1.119, -0.312], [-2.604, -1.350, 3.803], [-0.423, -4.219, 2.426], [0.452, -3.870, 2.974], [-1.101, -4.728, 3.111], [-3.343, -1.828, 3.159], [-2.947, -1.608, -0.470], [-0.004, -4.798, 1.603], [-1.269, -1.785, -0.793], [-2.695, -1.661, 4.844], [-1.945, -0.129, -0.766], [-2.903, -0.306, 3.896]],
  "e_homo_ev": -10.83,
  "largest_force_ev_per_a": 12.51,
  "total_charge": 1,
  "e_lumo_ev": -5.7140,
  "e_above_lowest_ev": 3.444
}